Record 1
Computed, not measured: a single C5H5NO molecule in a non-equilibrium geometry, with the ωB97M-V functional and the def2-TZVPD basis.

Each line ends with the natural charge from an NBO analysis.
CARTESIAN COORDINATES (ANGSTROEM)
C: 0.29286 -0.61134 -1.48795  0.277
H: -0.53209 -1.74688 1.42661  0.134
C: 1.05451 0.77072 0.34039  -0.377
H: -0.96630 1.15710 1.09321  0.250
H: 1.34888 1.77562 0.63021  0.232
C: 0.07730 0.65061 -0.80860  -0.328
H: -0.29696 1.50260 -1.36510  0.260
N: 0.54672 -1.71404 -1.73368  -0.317
O: -2.01567 -1.22795 0.17567  -0.490
C: -0.99941 -0.98655 0.77808  0.434
H: 1.86097 0.04378 0.34122  0.239
C: -0.37082 0.38634 0.60996  -0.315

Cartesian forces, eV/Å:
C 0.3 -0.9 -0.3
H 0.1 0.1 0.0
C 0.1 0.0 0.2
H 0.0 0.0 -0.2
H -0.1 -0.2 0.0
C 0.0 0.0 -0.2
H 0.2 -0.2 0.1
N -0.3 1.1 -0.2
O 0.3 0.0 0.6
C -0.3 0.0 -0.1
H -0.2 0.0 0.1
C -0.2 0.1 0.0

Values from the calculation:
SMILES   N#C[C@@H]1C[C@@H]1C=O
ΔE to the lowest compared entry with this formula, charge and spin   179.7 kJ/mol

=====

Record 2
Computed, not measured: a molecular structure, C5H7N in a non-equilibrium geometry, with the ωB97M-V functional and the def2-TZVPD basis.

Each line ends with the natural charge from an NBO analysis.
CARTESIAN COORDINATES (ANGSTROEM)
N: 0.45701 0.44765 -1.28065  -0.409
C: 0.68317 0.09430 -0.10401  0.325
C: -0.98683 0.72149 -0.82936  -0.067
H: -2.84391 -0.31391 -0.33606  0.233
H: -1.41064 1.76304 -0.82306  0.218
H: 2.59265 0.57690 0.64251  0.227
H: -0.91633 0.60760 1.36443  0.214
H: 2.54431 -1.00622 0.06085  0.231
C: 2.02524 -0.28854 0.57676  -0.667
H: 1.94063 -0.72872 1.57932  0.220
C: -1.79311 -0.51692 -0.45183  -0.405
C: -0.75661 0.13574 0.45665  -0.348
H: -1.53560 -1.49242 -0.85555  0.228

Cartesian forces, eV/Å:
N -1.3 1.3 -1.8
C 0.4 -2.5 3.3
C -0.8 1.6 -2.1
H -0.1 0.0 0.6
H 0.4 -1.3 -0.8
H 1.3 1.6 0.1
H -0.8 0.6 1.7
H 1.2 -1.6 -1.8
C -3.0 0.1 0.8
H -0.6 0.4 -0.1
C 1.6 0.5 -0.7
C 1.8 -1.1 1.0
H -0.1 0.3 -0.2

Values from the calculation:
ΔE to the lowest compared entry with this formula, charge and spin   332.9 kJ/mol

=====

Record 3
Computed, not measured: a molecular structure, C5H9NO in a non-equilibrium geometry, with the ωB97M-V functional and the def2-TZVPD basis.

Each line ends with the natural charge from an NBO analysis.
CARTESIAN COORDINATES (ANGSTROEM)
H: -2.62915 -0.56269 0.09515  0.223
H: -0.74104 -0.18758 1.70482  -0.140
H: 2.78891 0.66266 0.18249  0.229
H: -1.85656 -0.06325 -1.44093  0.251
O: -0.23456 -1.72699 0.14988  -0.651
C: -0.48066 -0.41094 0.10997  0.431
H: -2.00403 1.09410 -0.10437  0.257
H: -1.01857 -2.19566 0.47848  0.488
C: 0.67795 0.42536 -0.12445  -0.504
H: 2.37536 -0.83672 -0.66828  0.217
C: 2.05501 -0.14455 0.11883  -0.595
C: 0.49423 1.60851 -0.88631  0.277
N: 0.33144 2.59414 -1.48392  -0.371
H: 2.08003 -0.69486 1.06828  0.216
H: -0.00192 0.39372 1.15064  0.342
C: -1.83641 0.04475 -0.35029  -0.670

Cartesian forces, eV/Å:
H 0.1 0.1 -0.1
H 0.1 0.1 0.0
H -0.1 -0.1 0.0
H 0.0 0.0 0.1
O -0.1 -0.1 0.1
C 0.0 0.3 -0.2
H 0.1 -0.1 0.0
H 0.1 0.1 -0.1
C 0.1 -0.1 -0.3
H -0.1 0.1 0.1
C 0.1 0.0 0.0
C -0.2 0.8 -0.5
N 0.2 -0.9 0.6
H 0.0 0.1 -0.1
H -0.3 -0.1 0.3
C 0.0 0.0 0.0

Values from the calculation:
ΔE to the lowest compared entry with this formula, charge and spin   518.1 kJ/mol

=====

Record 4
Computed, not measured: a molecular structure, C49H36N5O5Pd in a non-equilibrium geometry, with the ωB97M-V functional and the def2-TZVPD basis.

Each line ends with the Löwdin charge.
CARTESIAN COORDINATES (ANGSTROEM)
C: 1.36421 -0.69569 -3.37578  -0.003
H: -0.47267 1.54073 4.27545  0.106
H: 0.37647 -1.33843 -5.88112  0.131
H: -6.30252 5.62736 -1.52163  0.097
N: 0.16489 0.48361 1.04275  0.024
C: 2.01058 -1.48106 2.86646  -0.114
C: -1.92137 -2.89150 1.60639  0.016
C: -1.55842 4.44537 -0.53916  -0.027
H: -2.12779 2.33834 -3.19252  0.123
C: 3.06021 -3.32009 1.82098  0.026
C: -0.30913 1.72424 0.65737  -0.204
C: -1.07716 1.15348 -1.60753  -0.214
H: -2.83821 -6.66981 0.92403  0.100
H: -2.93208 -6.01358 -0.73851  0.101
H: 3.42942 -1.49312 4.52934  0.135
C: -3.81679 5.28339 -0.57829  -0.279
C: 2.84069 -2.40637 -0.68141  -0.231
H: 1.19546 -0.42771 -8.03611  0.127
H: -2.16399 1.30939 8.55540  0.098
C: 3.31213 -2.24519 -2.85348  0.021
H: -3.78713 1.90279 -0.51478  0.128
C: 3.44531 1.00644 -5.96331  0.000
C: 0.62152 -1.06298 6.85989  0.024
C: -1.43240 1.55399 -2.94155  0.040
H: -1.17307 1.79249 6.54551  0.112
C: -0.12964 0.04553 7.26627  -0.274
C: -5.99587 6.21972 -0.65625  -0.069
C: 0.49658 -2.92464 1.45593  -0.202
H: -0.02067 3.76712 1.50159  0.112
C: -0.69462 -2.27546 1.84715  -0.095
H: 3.57241 0.65764 -3.85741  0.128
C: 2.86674 -2.64681 0.67325  0.020
H: 1.44502 2.47482 3.33269  0.126
C: -0.64214 0.83716 -3.78422  0.036
H: -2.83690 -2.41909 1.93473  0.135
C: 1.67980 -0.16881 -7.10389  0.019
C: -0.81014 -4.79273 0.65940  0.008
C: 1.04140 -1.18748 5.56237  -0.015
H: 4.56273 -3.58496 3.41310  0.120
H: -0.62077 2.16332 8.82345  0.101
H: 3.72112 -2.33324 -3.84791  0.123
H: -6.41068 7.21970 -0.73755  0.096
O: -0.49293 -4.20386 -3.05638  0.059
H: -0.58597 0.91992 -4.85663  0.116
C: -0.09550 0.83225 4.99224  -0.002
C: 3.03592 0.43201 -4.77109  -0.011
C: -0.51540 0.97146 6.29787  0.006
C: -4.30122 3.97856 -0.54966  0.000
H: 3.96838 2.68692 -9.41090  0.096
C: 3.06206 -1.98209 3.64118  -0.015
H: 1.31008 -4.73420 0.62831  0.126
H: -5.36340 3.77949 -0.54881  0.108
C: 0.17532 -0.03155 -2.97763  -0.183
C: 3.70433 -3.05208 3.03980  0.026
C: -1.14482 1.95460 -0.45413  -0.019
O: -0.46181 0.10716 8.55812  -0.049
C: -1.17820 1.24488 9.02028  -0.055
C: 3.73721 -2.85499 -1.72064  0.020
H: -0.82672 -5.77176 0.20265  0.122
C: 0.81656 0.65397 2.21672  -0.211
H: -0.49145 4.62500 -0.58475  0.123
C: 2.16362 -1.44273 -2.48988  -0.232
C: 0.76717 -0.20583 4.57510  -0.147
C: 2.74943 0.73097 -7.13821  -0.278
C: 3.99464 2.31295 -8.39194  -0.068
C: -0.65913 -3.36700 -2.22963  -0.508
N: 1.91734 -1.56356 -1.17396  0.099
C: -2.03481 3.13336 -0.49336  -0.205
H: 3.74403 3.12292 -7.70251  0.098
C: 0.87953 2.04841 2.52051  -0.031
C: -3.40859 2.91789 -0.52614  -0.013
N: -0.17219 0.15091 -1.67839  -0.007
O: -4.58891 6.38621 -0.61622  -0.068
C: -2.43709 5.50489 -0.59231  0.018
H: 0.85775 -1.82066 7.59528  0.130
H: -0.67793 -1.43079 2.51621  0.102
O: -3.22456 -4.63080 0.79298  -0.053
H: 4.29195 1.67857 -5.96254  0.108
H: 1.57005 -2.08811 5.29659  0.101
O: 3.02742 1.27799 -8.33474  -0.065
N: -0.88937 -2.54596 -1.39729  0.009
C: 1.23702 -0.68080 -5.90458  -0.023
H: 4.99700 1.93839 -8.17188  0.097
H: -6.36810 5.74920 0.25738  0.098
C: 1.89912 -0.37303 -4.71368  -0.209
H: 4.56060 -3.54074 -1.59894  0.115
H: -1.28973 1.11449 10.09167  0.098
H: -2.08360 6.52518 -0.65987  0.126
C: -1.99826 -4.13351 0.99235  -0.291
C: 0.40938 -4.19751 0.88782  -0.006
C: -3.33861 -5.94942 0.27281  -0.051
C: 0.14743 2.70627 1.57658  0.018
Pd: -0.15803 -1.14581 -0.16979  1.001
C: 1.19860 -0.36571 3.18788  -0.043
H: -4.40166 -6.16643 0.24818  0.098
N: 1.83351 -2.37377 1.72686  0.022

Cartesian forces, eV/Å:
C 0.2 -0.2 0.4
H 0.0 0.1 -0.1
H 0.0 0.0 0.0
H 0.0 0.0 0.0
N 0.4 -0.2 0.0
C -0.9 1.4 0.1
C -0.1 -0.2 0.0
C 0.0 -0.1 -0.1
H 0.0 0.0 0.0
C 0.0 0.9 -1.2
C -0.3 0.0 -0.2
C 0.3 0.0 -0.3
H 0.0 0.0 0.0
H 0.0 0.0 0.0
H 0.0 0.0 0.0
C 0.1 -0.2 0.0
C -0.1 0.9 -1.0
H 0.0 0.0 0.0
H 0.0 0.0 0.0
C 0.2 0.0 -0.1
H 0.0 0.0 0.0
C 0.1 0.1 -0.1
C 0.0 0.0 0.2
C -0.1 0.1 0.1
H 0.0 0.0 0.0
C 0.0 0.0 -0.3
C -0.1 0.0 0.0
C -0.4 -0.2 0.0
H 0.0 0.0 0.0
C 0.4 -0.2 0.1
H 0.0 0.1 0.0
C -0.1 -1.1 1.3
H -0.1 0.0 0.1
C 0.1 -0.1 -0.1
H 0.0 0.0 0.0
C 0.0 0.0 -0.1
C 0.0 -0.1 0.0
C 0.0 0.1 -0.2
H 0.1 0.2 -0.1
H 0.0 0.0 0.0
H 0.0 -0.1 0.0
H 0.0 0.0 0.0
O 0.0 0.1 0.1
H 0.0 0.1 0.0
C 0.3 -0.2 -0.3
C -0.2 -0.1 0.1
C -0.1 0.1 0.2
C -0.1 0.1 0.0
H 0.0 0.0 0.0
C 0.8 -1.2 0.0
H 0.0 0.0 -0.1
H 0.0 0.0 0.0
C -0.2 0.2 0.2
C -0.4 0.2 1.1
C 0.3 -0.1 0.2
O 0.0 -0.1 0.1
C -0.1 0.1 0.0
C 0.1 -0.2 0.1
H 0.0 0.0 0.0
C -0.8 -0.1 -0.3
H 0.0 0.0 0.0
C -0.1 0.1 -0.4
C -0.1 0.2 0.6
C 0.0 -0.1 0.3
C 0.1 0.0 0.0
C 0.1 0.2 0.0
N 0.8 -0.4 0.4
C -0.1 0.1 -0.1
H 0.0 0.0 0.0
C 0.1 0.1 0.0
C 0.2 0.0 0.1
N -0.2 0.0 -0.4
O 0.0 0.1 0.0
C 0.0 0.1 0.0
H 0.0 0.0 0.0
H 0.0 0.1 -0.1
O -0.1 0.0 0.0
H 0.0 0.0 0.0
H -0.1 0.0 0.1
O 0.0 0.0 -0.1
N 0.0 -0.1 -0.1
C 0.0 -0.1 0.1
H 0.0 0.0 0.0
H 0.0 0.0 0.0
C 0.0 0.0 -0.1
H 0.0 0.0 0.0
H 0.0 0.0 0.0
H 0.0 0.0 0.0
C 0.2 0.2 0.2
C 0.1 0.0 0.0
C 0.0 -0.1 -0.1
C 0.0 0.0 0.1
Pd -1.0 0.0 0.9
C 0.9 -0.9 -0.6
H 0.0 0.0 0.0
N 0.0 0.1 -0.6

Values from the calculation:
ΔE to the lowest compared entry with this formula, charge and spin   186.7 kJ/mol
Net charge   +1

=====

Record 5
Computed, not measured: a single C5H8N2O3 molecule in a non-equilibrium geometry, with the ωB97M-V functional and the def2-TZVPD basis.

Each line ends with the natural charge from an NBO analysis.
CARTESIAN COORDINATES (ANGSTROEM)
H: 2.56153 -3.62121 3.09797  0.382
O: 0.69308 -0.85807 1.56013  -0.738
H: 1.57345 -2.85586 1.78046  0.412
H: 0.90718 -3.08130 4.79814  0.205
H: -3.15950 -2.87014 1.64900  0.201
N: 1.74102 -3.06565 2.88868  -0.884
O: -2.75041 -2.38848 3.60280  -0.474
C: -1.57185 -2.00359 4.33502  -0.087
H: 0.14243 -4.29139 3.71728  0.180
H: -1.67318 -0.95350 4.63287  0.218
H: -1.48832 -2.64128 5.22264  0.201
C: -0.43102 -2.24380 3.32514  -0.083
C: 0.60696 -3.29214 3.76200  -0.199
H: -0.02650 -1.37260 1.14219  0.497
O: 0.84556 -0.21315 3.81920  -0.550
C: 0.45073 -1.02439 3.01742  0.831
N: -1.11570 -2.66557 2.09783  -0.535
C: -2.35825 -2.69894 2.36919  0.422

Cartesian forces, eV/Å:
H -0.3 0.0 -0.4
O -0.7 0.0 3.1
H 0.4 -1.2 4.0
H 0.0 0.0 -0.2
H 0.3 -0.2 0.3
N 0.3 0.3 -2.8
O -0.6 0.0 0.3
C 0.3 0.1 0.1
H 0.1 0.1 0.0
H 0.1 -0.3 0.0
H 0.0 0.2 -0.2
C 0.4 -0.1 0.3
C -0.1 0.2 -0.7
H 0.3 0.0 0.1
O -0.5 -1.5 -1.3
C 0.3 2.1 -1.9
N -0.6 -0.2 -0.1
C 0.5 0.4 -0.4

Values from the calculation:
SMILES   NC[C@]1(C(=O)O)COC=N1
ΔE to the lowest compared entry with this formula, charge and spin   122.3 kJ/mol

=====

Record 6
Computed, not measured: 7 unconnected molecules or ions with the total composition C28H35N7 in a non-equilibrium geometry, with the ωB97M-V functional and the def2-TZVPD basis.

Each line ends with the natural charge from an NBO analysis.
CARTESIAN COORDINATES (ANGSTROEM)
H: -3.10872 7.70718 -4.82892  0.223
H: 5.35947 4.60254 -0.24940  0.209
N: 4.28554 5.10333 -1.96702  -0.493
H: 3.16446 6.21532 -3.38247  0.210
H: -5.67898 -6.46141 5.94078  0.418
C: 0.86174 -1.13774 7.82309  -0.303
C: 5.49573 -3.52612 -0.72141  -0.318
H: -3.54968 5.69860 -8.55812  0.419
C: -4.02245 -7.02399 4.66259  -0.083
C: -2.98782 7.37327 -5.84886  -0.301
H: -2.85712 -7.03913 2.79290  0.226
C: -3.62007 6.29200 -6.53122  -0.089
C: 5.35779 6.74267 -0.95604  -0.300
H: -6.65757 -5.27726 3.99404  0.208
H: 4.87415 -1.73297 -1.90830  0.225
H: 5.90976 7.35842 -0.26137  0.222
H: -3.15115 2.14653 -0.38185  0.221
C: -2.11749 7.93369 -6.76702  -0.312
N: -5.21817 -6.42211 5.04289  -0.503
C: 1.73008 -0.04077 8.08363  -0.088
H: -3.74589 -4.36677 -5.28884  0.219
C: -2.35870 7.31005 -7.93162  -0.072
N: -1.32025 1.63985 2.26327  -0.502
C: -1.25042 2.93897 0.49925  -0.306
C: 1.51579 -2.14847 7.09175  -0.311
C: -2.36435 1.26352 1.49483  -0.078
H: 4.96286 -4.98796 0.98975  0.202
H: -4.90258 -5.68831 1.85016  0.221
H: -1.02572 3.67642 -0.25711  0.223
N: 2.91487 -0.41732 7.47574  -0.507
C: -4.80284 -5.97567 2.88644  -0.305
C: -0.98975 -5.28896 -3.78809  -0.085
N: 3.84493 -3.27494 0.85770  -0.516
C: -2.85147 -4.55401 -4.71321  -0.311
H: -1.35622 8.68084 -6.59782  0.224
C: 3.71769 -2.23384 -0.08934  -0.097
H: -1.15167 1.20387 3.15859  0.414
H: -0.14716 -1.35476 8.14156  0.219
C: -0.63447 2.64340 1.66385  -0.082
H: -3.02155 0.46429 1.80420  0.209
C: -2.64139 -3.87749 -3.53634  -0.074
C: 5.15551 5.38428 -0.96611  -0.095
H: -1.85961 7.51938 -8.86622  0.199
C: 4.64166 7.30068 -2.06374  -0.313
C: -3.73501 -6.70588 3.32643  -0.304
H: -3.55755 -7.73148 5.33320  0.205
H: 4.61058 8.32194 -2.41369  0.222
H: 3.38935 -3.39168 1.75153  0.418
H: -0.03414 -5.71610 -3.52208  0.207
C: 2.81503 -1.70828 6.94649  -0.076
C: -1.81351 -5.42989 -4.88886  -0.305
H: 0.23179 3.08474 2.13420  0.211
H: 3.74873 0.15224 7.49511  0.411
H: -1.08797 -3.92657 -2.14330  0.415
H: 6.28457 -4.02232 -1.26724  0.228
H: -1.75369 -6.07491 -5.75302  0.225
H: 3.74296 -2.14012 6.60172  0.208
C: 4.71642 -2.39811 -1.07217  -0.294
N: -1.48448 -4.28792 -2.99905  -0.496
H: 3.87583 4.19581 -2.13626  0.412
H: 2.88558 -1.55620 0.03235  0.210
C: 4.85809 -4.07538 0.42176  -0.059
N: -3.24262 6.32562 -7.82829  -0.495
H: 1.65532 0.92042 8.57038  0.219
H: -4.22329 5.44956 -6.22658  0.205
H: 1.10465 -3.11647 6.84610  0.228
C: -5.67522 -5.72485 3.96154  -0.083
C: -2.41614 2.11616 0.40887  -0.309
H: -3.22824 -3.13863 -3.01088  0.204
C: 3.93421 6.20947 -2.62493  -0.073

Cartesian forces, eV/Å:
H -0.1 -0.5 0.0
H 0.4 0.2 -0.1
N -0.4 -1.2 0.0
H 0.3 -0.1 -0.1
H 0.3 -0.1 -0.3
C -0.2 1.1 0.7
C -1.8 -1.3 1.6
H 0.2 0.2 0.3
C -0.1 -0.1 0.2
C -1.2 -2.3 0.2
H -0.2 0.0 0.0
C -0.5 0.6 1.8
C 0.1 0.7 -0.7
H 0.2 0.2 -0.1
H -0.1 -0.1 0.1
H 0.2 -0.4 0.0
H 0.1 -0.2 0.1
C 0.3 0.9 0.3
N 1.3 -0.1 -1.2
C -0.5 -2.4 -1.4
H 0.2 -0.3 -0.3
C 2.3 1.0 -3.3
N 0.1 -0.9 0.8
C -1.3 0.3 -1.0
C 1.4 0.6 0.5
C -1.2 0.4 -0.7
H 0.7 0.0 -0.2
H -0.3 0.4 0.2
H 0.3 0.1 0.3
N -0.5 -0.7 0.3
C -1.8 1.7 -0.2
C 1.2 -0.1 -0.2
N 0.6 1.0 -2.4
C -2.0 1.8 0.8
H -0.3 0.1 -0.1
C 0.6 -0.8 0.4
H 0.3 0.3 -0.2
H -0.1 0.8 0.2
C 1.1 0.5 0.7
H 0.0 0.1 0.0
C -1.0 1.0 0.1
C -0.2 0.0 1.0
H -0.1 -0.1 -0.1
C -0.9 -2.0 -0.1
C 0.5 -1.6 2.6
H 0.2 0.3 0.0
H 0.0 -0.1 0.2
H -0.1 0.2 -0.5
H -0.1 -0.2 -0.2
C 0.6 1.3 0.1
C 1.0 -1.1 -0.1
H -0.1 -0.1 -0.1
H -0.1 -0.3 -0.1
H 0.0 -0.3 -0.3
H 0.0 0.2 0.0
H 0.5 -0.2 0.3
H -0.3 -0.2 -0.3
C -1.1 0.5 1.5
N 0.3 -0.7 0.1
H 0.2 0.2 0.1
H 0.3 0.2 -0.2
C 0.9 0.1 -0.2
N -0.3 -0.5 0.5
H -0.3 -0.2 0.0
H -0.3 0.4 0.4
H 0.1 0.1 -0.1
C -0.1 -0.6 -1.1
C 0.6 -0.6 0.2
H -0.1 0.0 -0.3
C 0.4 2.6 -0.3

Values from the calculation:
SMILES   c1cc[nH]c1.c1cc[nH]c1.c1cc[nH]c1.c1cc[nH]c1.c1cc[nH]c1.c1cc[nH]c1.c1cc[nH]c1
ΔE to the lowest compared entry with this formula, charge and spin   250.1 kJ/mol